(1)
A molecular structure, C38H66CsN5O3S. Source: OMol25; level of theory: ωB97M-V with the def2-TZVPD basis set.

The geometry in XYZ format:
```
114
Properties=species:S:1:pos:R:3
Cs 1.018 -0.429 -1.634
N 2.968 -1.209 -3.779
C 2.639 -0.661 -5.096
C 2.894 0.842 -5.093
N 2.106 1.545 -4.083
C 2.899 2.562 -3.388
C 2.240 3.151 -2.143
N 2.199 2.172 -1.048
C 0.882 2.124 -4.638
C -0.074 1.136 -5.287
N -0.444 0.067 -4.350
H 3.969 -1.299 -3.657
H 2.543 -2.120 -3.643
H 1.583 -0.855 -5.275
H 3.210 -1.112 -5.915
H 2.713 1.252 -6.098
H 3.956 1.003 -4.882
H 3.168 3.388 -4.073
H 3.832 2.092 -3.065
H 1.220 3.459 -2.361
H 2.786 4.061 -1.886
H 1.427 2.356 -0.415
H 3.056 2.188 -0.510
H 1.120 2.914 -5.377
H 0.329 2.595 -3.823
H 0.371 0.692 -6.183
H -0.932 1.726 -5.628
H -1.264 -0.419 -4.692
H -0.710 0.491 -3.460
C -6.525 0.385 1.294
C -5.336 1.028 2.022
C -4.993 0.164 3.236
C -5.740 2.424 2.521
C -4.146 1.161 1.073
C -2.929 0.624 1.330
C -1.853 0.755 0.399
N -0.624 0.255 0.590
C -0.075 -0.046 1.766
C -0.470 0.508 3.032
C 0.127 0.131 4.185
C 1.145 -0.894 4.119
C 1.629 -1.435 2.971
C 1.093 -0.946 1.694
O 1.561 -1.288 0.590
C 2.719 -2.513 2.962
C 3.980 -2.002 2.242
C 2.196 -3.772 2.243
C 3.126 -2.915 4.380
C -0.222 0.740 5.541
C -0.765 -0.359 6.467
C -1.285 1.832 5.414
C 1.035 1.359 6.173
C -2.049 1.418 -0.901
O -1.075 1.519 -1.691
C -3.368 1.993 -1.149
C -4.309 1.870 -0.164
C -3.699 2.808 -2.420
C -5.189 2.693 -2.794
C -2.903 2.365 -3.659
C -3.367 4.285 -2.144
H -7.370 0.270 1.980
H -6.254 -0.605 0.913
H -6.862 0.990 0.447
H -5.870 0.079 3.883
H -4.183 0.603 3.827
H -4.693 -0.845 2.939
H -6.582 2.350 3.218
H -6.043 3.075 1.696
H -4.904 2.903 3.040
H -2.760 0.018 2.209
H -1.216 1.291 3.020
H 1.560 -1.234 5.061
H 3.767 -1.768 1.198
H 4.767 -2.766 2.286
H 4.362 -1.099 2.730
H 1.961 -3.569 1.197
H 1.295 -4.146 2.740
H 2.953 -4.565 2.290
H 3.569 -2.080 4.933
H 3.876 -3.709 4.322
H 2.276 -3.300 4.953
H -1.655 -0.823 6.031
H -1.038 0.066 7.438
H -0.025 -1.145 6.642
H -2.220 1.437 5.004
H -0.946 2.650 4.772
H -1.501 2.247 6.402
H 1.814 0.611 6.346
H 0.789 1.815 7.138
H 1.449 2.134 5.522
H -5.279 2.321 -0.338
H -5.503 1.646 -2.838
H -5.347 3.139 -3.780
H -5.848 3.220 -2.100
H -3.095 1.312 -3.898
H -1.831 2.486 -3.518
H -3.222 2.970 -4.513
H -3.949 4.661 -1.298
H -3.592 4.901 -3.022
H -2.305 4.401 -1.906
O 2.314 -3.483 -1.434
S 3.787 -3.371 -1.708
C 4.094 -4.431 -3.179
C 4.771 -5.732 -2.731
C 4.395 -5.931 -1.263
C 4.626 -4.564 -0.635
H 4.661 -3.872 -3.925
H 3.080 -4.593 -3.547
H 5.856 -5.636 -2.816
H 4.467 -6.573 -3.354
H 4.984 -6.713 -0.784
H 3.338 -6.196 -1.170
H 5.686 -4.286 -0.622
H 4.199 -4.424 0.360
```

Computed properties:
Charge: 0
Energy above the lowest of the compared OMol25 structures with the same formula, charge and spin, eV: 1.068
Maximum force, Eh/bohr: 0.0506
DFT total energy, a.u.: -2405.36349
HOMO (alpha / beta), eV: -6.4 / -6.4


(2)
11 unconnected molecules or ions with the total composition C38H67N11O6. Source: OMol25; level of theory: ωB97M-V with the def2-TZVPD basis set.

The geometry in XYZ format:
```
122
Properties=species:S:1:pos:R:3
C 1.226 1.685 -0.844
C 0.640 0.423 -0.130
O 1.383 -0.481 0.310
N -0.587 0.475 0.142
C -1.176 -0.646 0.901
H 2.256 1.646 -1.200
H 1.173 2.491 -0.112
H 0.545 2.003 -1.633
H -1.270 0.938 -0.439
H -1.541 -1.340 0.144
H -2.055 -0.378 1.488
H -0.508 -1.215 1.548
C -1.636 3.953 -2.867
C -1.180 5.406 -2.652
O -1.761 6.271 -3.250
N -0.098 5.513 -1.868
C 0.462 6.835 -1.747
H -2.714 3.815 -2.784
H -1.182 3.295 -2.125
H -1.247 3.595 -3.820
H 0.411 4.720 -1.507
H 0.603 7.118 -0.704
H -0.147 7.640 -2.158
H 1.350 6.923 -2.373
C -1.945 -4.646 -0.955
C -3.441 -4.963 -0.807
O -4.323 -4.138 -0.788
N -3.698 -6.252 -0.603
C -5.093 -6.884 -0.650
H -1.768 -3.590 -1.160
H -1.569 -5.220 -1.802
H -1.463 -4.909 -0.013
H -2.924 -6.897 -0.534
H -5.470 -7.040 -1.661
H -5.908 -6.329 -0.186
H -5.090 -7.848 -0.142
C -4.734 -1.144 -1.667
C -4.432 0.313 -1.248
O -3.279 0.653 -1.158
N -5.400 1.031 -0.725
C -5.184 2.245 0.040
H -4.250 -1.705 -0.868
H -4.264 -1.296 -2.639
H -5.758 -1.415 -1.924
H -6.349 0.944 -1.061
H -6.034 2.910 0.193
H -4.470 2.822 -0.547
H -4.729 2.053 1.011
C 3.704 -2.966 -6.128
C 4.143 -1.927 -5.111
O 5.055 -1.073 -5.278
N 3.366 -1.984 -4.000
C 3.425 -1.113 -2.824
H 4.033 -4.002 -6.044
H 3.771 -2.692 -7.181
H 2.619 -3.056 -6.084
H 2.579 -2.604 -4.129
H 2.861 -0.186 -2.716
H 4.496 -0.925 -2.754
H 3.196 -1.675 -1.919
C 5.422 -0.655 0.311
C 5.134 -1.373 1.554
O 6.040 -1.647 2.352
N 3.843 -1.690 1.652
C 3.324 -2.520 2.751
H 5.307 -1.257 -0.590
H 6.449 -0.292 0.304
H 4.875 0.229 -0.019
H 3.159 -1.191 1.100
H 2.738 -1.869 3.400
H 4.115 -2.976 3.346
H 2.696 -3.320 2.359
N -1.686 -4.101 3.907
C -1.390 -3.728 2.597
C 0.028 -3.738 2.497
C 0.470 -3.921 3.846
C -0.620 -4.078 4.681
H -2.613 -4.213 4.292
H -2.225 -3.818 1.918
H 0.589 -3.746 1.574
H 1.522 -3.958 4.090
H -0.752 -4.073 5.753
N -0.291 -2.752 -4.912
C -0.008 -1.766 -5.872
C 0.389 -0.598 -5.250
C -0.065 -0.699 -3.919
C -0.428 -2.072 -3.748
H -0.553 -3.713 -5.081
H 0.091 -2.042 -6.912
H 0.761 0.295 -5.729
H -0.187 -0.032 -3.078
H -0.853 -2.629 -2.925
N 2.875 4.149 3.647
C 2.686 3.381 2.517
C 3.693 3.543 1.654
C 4.598 4.531 2.149
C 3.984 4.877 3.368
H 2.264 4.215 4.448
H 1.759 2.837 2.620
H 3.749 3.006 0.719
H 5.509 4.963 1.761
H 4.498 5.360 4.187
N 0.200 -0.509 4.079
C 0.877 0.431 4.705
C -0.022 1.409 5.157
C -1.356 1.054 4.783
C -1.144 -0.186 4.198
H 0.617 -1.388 3.808
H 1.908 0.196 4.925
H 0.253 2.291 5.715
H -2.321 1.473 5.024
H -1.895 -0.891 3.873
N -0.493 3.742 2.702
C -0.418 5.068 2.775
C -1.560 5.538 2.027
C -2.255 4.476 1.417
C -1.542 3.343 1.891
H 0.069 3.129 3.275
H 0.291 5.451 3.495
H -1.864 6.575 2.037
H -3.151 4.414 0.817
H -1.711 2.291 1.714
```

Computed properties:
Charge: +1
Maximum force, Eh/bohr: 0.1372
DFT total energy, a.u.: -2541.54889
Multiplicity: 2
HOMO (alpha / beta), eV: -10.0 / -10.0


(3)
10 unconnected molecules or ions with the total composition C38H68B2Br22F6N3O6P. Source: OMol25; level of theory: ωB97M-V with the def2-TZVPD basis set.

The geometry in XYZ format:
```
146
Properties=species:S:1:pos:R:3
C 3.106 -3.295 2.742
O 1.761 -2.735 2.972
B 1.411 -1.893 1.810
O 1.868 -2.339 0.471
C 0.476 -0.502 2.006
O 0.120 -0.095 0.699
C -1.164 0.465 0.401
C -2.419 -0.622 0.264
C -1.981 -2.060 -0.386
C -0.809 -2.322 -1.501
N -2.710 -3.188 0.013
P -0.908 1.176 -1.405
N -2.246 1.206 -2.294
C -1.599 1.826 1.266
C -2.933 2.564 0.569
O -0.559 2.878 1.251
C -0.478 3.614 2.513
F -1.764 3.925 3.170
C 0.201 5.095 2.134
F -0.565 5.574 0.927
F 0.000 6.101 3.209
C 1.774 4.992 1.682
F 2.689 4.472 2.741
F 1.968 4.302 0.353
F 2.227 6.412 1.434
B 1.605 0.592 2.600
O 2.184 1.685 1.784
O 2.133 0.488 4.006
C -0.632 -0.916 3.110
C -1.493 -2.348 3.131
C -2.591 -2.792 4.240
N -2.896 -1.905 5.400
C -2.123 -0.631 5.459
C -1.018 0.007 4.452
H 3.564 -3.696 3.756
H 3.846 -2.467 2.355
H 3.116 -4.194 1.977
H 2.456 -1.641 0.038
H -2.860 -0.703 1.371
H -3.318 -0.219 -0.379
H -0.457 -3.440 -1.597
H -1.265 -2.032 -2.566
H 0.154 -1.671 -1.380
H -2.283 -4.003 -0.518
H 0.119 0.402 -2.055
H -0.421 2.558 -1.335
H -2.472 2.189 -2.580
H -1.966 1.516 2.332
H -3.441 3.326 1.336
H -3.774 1.806 0.278
H -2.619 3.250 -0.356
H 0.227 3.156 3.327
H 3.020 1.974 2.259
H 1.662 1.139 4.604
H -1.299 -3.112 2.240
H -3.178 -3.829 4.168
H -2.356 0.045 6.417
H -0.527 1.047 4.665
Br -2.274 -5.673 -1.962
C -0.691 -6.702 -2.450
C 0.005 -7.248 -1.226
Br 1.025 -5.858 -0.314
H -0.057 -6.046 -3.054
H -1.064 -7.516 -3.078
H 0.744 -8.004 -1.507
H -0.682 -7.674 -0.490
Br -4.280 0.003 9.342
C -3.026 1.410 9.845
C -3.086 2.568 8.876
Br -2.155 2.147 7.214
H -2.037 0.948 9.909
H -3.340 1.726 10.844
H -2.563 3.438 9.282
H -4.106 2.856 8.606
Br -0.380 -6.500 -5.901
C 1.203 -7.530 -6.389
C 1.899 -8.076 -5.164
Br 2.919 -6.686 -4.252
H 1.837 -6.873 -6.992
H 0.830 -8.344 -7.016
H 2.638 -8.832 -5.446
H 1.212 -8.502 -4.428
Br -9.345 -0.519 11.257
C -8.464 0.143 9.647
C -8.357 -0.938 8.597
Br -6.928 -2.196 9.023
H -7.496 0.547 9.955
H -9.097 0.962 9.294
H -8.081 -0.510 7.630
H -9.274 -1.523 8.482
Br 5.550 -8.477 -7.324
C 5.349 -10.417 -7.332
C 4.552 -10.880 -8.528
Br 2.645 -10.549 -8.277
H 4.898 -10.695 -6.375
H 6.370 -10.808 -7.374
H 4.638 -11.963 -8.654
H 4.841 -10.386 -9.460
Br -3.008 9.101 -0.784
C -1.162 8.550 -0.472
C -0.376 9.639 0.219
Br 0.116 11.057 -1.027
H -0.747 8.264 -1.443
H -1.234 7.663 0.163
H 0.574 9.249 0.595
H -0.920 10.112 1.041
Br -1.571 4.266 -5.623
C -0.048 4.700 -4.484
C 0.990 3.603 -4.518
Br 0.442 2.077 -3.433
H -0.444 4.893 -3.483
H 0.357 5.629 -4.894
H 1.928 3.947 -4.072
H 1.189 3.224 -5.524
Br 3.591 -6.499 -9.246
C 4.471 -5.836 -10.856
C 4.578 -6.918 -11.905
Br 6.008 -8.176 -11.480
H 5.440 -5.433 -10.547
H 3.838 -5.017 -11.209
H 4.855 -6.490 -12.873
H 3.662 -7.503 -12.021
Br -5.316 7.343 4.073
C -3.725 8.152 3.286
C -3.077 9.127 4.242
Br -4.063 10.809 4.311
H -4.033 8.610 2.342
H -3.054 7.314 3.076
H -2.076 9.398 3.896
H -3.014 8.752 5.267
Br 2.045 0.549 -4.515
C 1.350 -1.272 -4.576
C 2.297 -2.195 -5.307
Br 2.178 -1.943 -7.238
H 0.357 -1.220 -5.030
H 1.250 -1.573 -3.529
H 2.022 -3.241 -5.139
H 3.344 -2.050 -5.030
Br 7.123 8.177 4.382
C 5.650 7.908 3.131
C 5.543 6.460 2.715
Br 6.916 5.996 1.409
H 5.817 8.590 2.292
H 4.755 8.221 3.674
H 4.593 6.274 2.207
H 5.647 5.760 3.549
```

Computed properties:
Charge: 0
Maximum force, Eh/bohr: 0.1354
DFT total energy, a.u.: -59722.45698
HOMO, eV: -7.3


(4)
6 unconnected molecules or ions with the total composition C38H68O11. Source: OMol25; level of theory: ωB97M-V with the def2-TZVPD basis set.

The geometry in XYZ format:
```
117
Properties=species:S:1:pos:R:3
C 7.536 0.077 2.043
C 6.589 0.272 0.681
O 6.754 -0.933 -0.145
C 5.603 -1.094 -1.092
O 5.099 0.056 -1.576
C 4.957 -2.543 -1.529
C 3.287 -2.564 -1.458
C 2.903 -2.260 0.119
C 1.310 -2.376 0.471
C 0.738 -3.232 1.556
C 1.658 -4.175 2.523
C 1.378 -5.794 1.830
C 0.626 -6.909 2.929
O 2.205 -6.955 2.471
C -0.909 -3.301 1.841
O -1.537 -4.413 2.271
C -1.758 -1.924 1.508
C -3.118 -1.580 2.375
C -3.901 -0.168 1.960
C -3.307 0.812 0.747
C -4.040 2.232 0.315
C -5.592 2.365 0.836
C -5.548 3.396 2.147
C -7.073 4.002 2.332
O -7.674 3.531 3.603
C -1.922 0.443 -0.106
C -1.140 -0.943 0.305
C 0.274 -1.453 -0.420
O 0.432 -1.102 -1.698
H 8.399 -0.694 1.836
H 6.905 -0.265 2.979
H 8.010 1.135 2.314
H 5.492 0.462 1.062
H 6.978 1.267 0.178
H 5.352 -2.868 -2.607
H 5.427 -3.347 -0.783
H 2.988 -3.665 -1.792
H 2.899 -1.764 -2.217
H 3.617 -2.923 0.765
H 3.214 -1.130 0.351
H 2.809 -3.994 2.475
H 1.221 -4.227 3.613
H 1.047 -5.858 0.621
H 0.456 -6.603 4.041
H -0.100 -7.470 2.209
H -3.537 -2.264 3.233
H -4.885 0.090 2.573
H -3.334 3.105 0.711
H -4.060 2.353 -0.860
H -6.223 2.836 -0.055
H -6.103 1.338 1.100
H -4.764 4.243 1.899
H -5.258 2.790 3.130
H -6.982 5.179 2.383
H -7.744 3.741 1.407
H -7.508 2.523 3.601
H -1.497 1.113 -0.970
C -9.687 7.506 4.997
C -8.414 6.700 4.797
C -7.890 6.154 6.116
O -7.419 7.529 4.201
H -9.507 8.368 5.649
H -10.046 7.902 4.041
H -10.478 6.892 5.440
H -8.607 5.871 4.107
H -7.646 6.969 6.808
H -6.966 5.587 5.958
H -8.626 5.500 6.592
H -7.241 8.267 4.806
C 12.196 -2.948 3.132
C 11.380 -1.665 3.123
C 11.502 -0.922 4.443
O 10.011 -1.978 2.881
H 11.845 -3.630 3.915
H 12.089 -3.479 2.180
H 13.257 -2.740 3.299
H 11.718 -1.020 2.304
H 11.127 -1.532 5.273
H 10.900 -0.007 4.427
H 12.542 -0.653 4.650
H 9.702 -2.551 3.603
C -5.305 7.239 -0.422
C -5.215 5.845 -1.022
C -4.750 5.894 -2.469
O -6.494 5.219 -0.958
H -6.029 7.855 -0.968
H -5.653 7.189 0.616
H -4.333 7.742 -0.442
H -4.521 5.235 -0.433
H -5.453 6.462 -3.088
H -4.701 4.885 -2.892
H -3.761 6.356 -2.550
H -7.116 5.754 -1.478
C 1.337 -0.407 -6.059
C 0.084 -1.254 -6.220
C -1.142 -0.538 -5.678
O 0.256 -2.487 -5.527
H 1.533 -0.195 -5.002
H 2.214 -0.941 -6.442
H 1.243 0.542 -6.594
H -0.066 -1.491 -7.279
H -1.034 -0.330 -4.608
H -2.034 -1.164 -5.790
H -1.311 0.408 -6.202
H 0.390 -2.286 -4.586
C 2.706 -6.150 -5.987
C 1.346 -6.614 -6.482
C 1.121 -6.223 -7.934
O 0.325 -6.035 -5.674
H 2.790 -5.058 -6.039
H 2.849 -6.428 -4.937
H 3.514 -6.591 -6.579
H 1.268 -7.702 -6.378
H 1.149 -5.134 -8.055
H 0.133 -6.553 -8.273
H 1.881 -6.666 -8.585
H 0.387 -5.069 -5.760
```

Computed properties:
SMILES: CCOC(=O)CCCC1=C(C[C@@H]2CO2)C(=O)c2ccc(CCCCO)cc2C1=O.CC(C)O.CC(C)O.CC(C)O.CC(C)O.CC(C)O
Charge: 0
Maximum force, Eh/bohr: 0.1615
DFT total energy, a.u.: -2315.54847
HOMO, eV: -8.8


Which of these has the highest maximum force? C38H68O11